The following is a DFT calculation (ωB97M-V/def2-TZVPD) of a structure of composition C5H6O.

CARTESIAN COORDINATES (ANGSTROEM)
C 1.128267 -0.366584 -0.456941
C 0.360796 0.916451 -0.153530
C -1.112911 0.508606 -0.354714
O -1.153475 -0.855659 -0.768834
C -0.101424 -1.048131 0.208033
C -0.445110 0.263132 0.937540
H 2.038092 -0.496433 0.133787
H 1.329772 -0.575134 -1.515933
H 0.690627 1.947360 -0.178829
H -1.923031 1.169072 -0.631689
H -0.141660 -1.946799 0.808292
H -0.669946 0.484114 1.972813

Force components x, y, z for each atom (eV/Å):
C 0.05 -0.01 0.05
C 0.15 0.36 -0.13
C -0.29 0.46 -0.09
O -0.06 0.02 0.15
C 0.15 -0.31 0.52
C -0.12 0.15 0.28
H -0.14 0.19 0.04
H -0.14 -0.23 0.29
H -0.04 -0.08 -0.19
H 0.15 0.02 -0.05
H 0.28 -0.66 -0.69
H 0.03 0.09 -0.17

Calculated values
F_max (eV Å⁻¹): 0.99
Relative energy (zero: lowest compared OMol25 entry of this formula, charge and spin) (kJ/mol): 296.8
Kohn-Sham gap (eV): 10.4
HOMO level (Eh): -0.339
E_LUMO (eV): 1.14


The following is a DFT calculation (ωB97M-V/def2-TZVPD) of the molecule C5H6O.

CARTESIAN COORDINATES (ANGSTROEM)
C 0.331097 -2.239560 0.751730
C 0.393977 -0.997952 0.484601
C 0.000700 0.444177 0.542017
C -1.123061 0.873228 -0.437307
C 0.302564 1.336855 -0.668787
O 1.661573 -1.621897 0.301595
H 0.277084 -3.296056 0.650114
H 0.030900 0.960499 1.578245
H -1.242272 0.122792 -1.206876
H -1.916536 1.384852 -0.128486
H 0.566666 2.356850 -0.426172
H 0.717309 0.676213 -1.440675

Force components x, y, z for each atom (eV/Å):
C 0.25 -0.37 -0.66
C -0.11 1.39 0.97
C -0.78 0.34 0.42
C 4.47 -2.82 -1.05
C -0.74 -1.21 1.05
O 0.75 0.67 -0.19
H -0.83 -0.22 0.39
H -0.08 -1.16 -1.90
H -1.03 -0.19 0.35
H -2.87 2.35 1.14
H 0.45 -0.16 -0.49
H 0.52 1.38 -0.02

Calculated values
F_max (eV Å⁻¹): 5.39
Relative energy (zero: lowest compared OMol25 entry of this formula, charge and spin) (kJ/mol): 516.7
Kohn-Sham gap (eV): 8.8
HOMO level (Eh): -0.290
E_LUMO (eV): 0.94


The following is a DFT calculation (ωB97M-V/def2-TZVPD) of the molecule C5H6O.

CARTESIAN COORDINATES (ANGSTROEM)
C -1.806388 -0.341930 -0.362311
C -0.500341 -0.119816 -0.214071
C 0.687863 -0.909584 -0.553138
C 1.697440 -0.405881 0.171083
O 1.401973 0.702003 0.896485
C 0.066717 1.073844 0.515351
H -2.207856 -1.152033 -0.959459
H -2.521324 0.289727 0.157700
H 0.723011 -1.816472 -1.141023
H 2.711322 -0.768033 0.297932
H -0.510324 1.363666 1.395382
H 0.146635 1.934447 -0.162889

Force components x, y, z for each atom (eV/Å):
C 0.09 -0.04 -0.01
C -0.16 0.04 0.07
C 0.01 0.01 0.13
C 0.02 -0.14 -0.15
O 0.07 -0.04 0.01
C -0.20 0.13 0.02
H 0.12 -0.04 0.11
H 0.05 0.04 -0.25
H -0.01 0.15 0.07
H -0.15 0.06 -0.08
H 0.18 -0.04 -0.01
H -0.03 -0.13 0.09

Calculated values
F_max (eV Å⁻¹): 0.26
Relative energy (zero: lowest compared OMol25 entry of this formula, charge and spin) (kJ/mol): 102.7
Kohn-Sham gap (eV): 9.2
HOMO level (Eh): -0.299
E_LUMO (eV): 1.04


The following is a DFT calculation (ωB97M-V/def2-TZVPD) of the molecule C5H6O.

CARTESIAN COORDINATES (ANGSTROEM)
O -1.376138 -1.033509 -0.334415
C -0.521723 -0.682899 0.674419
C 1.197333 -1.029409 0.279435
C 1.285658 -0.047520 -0.589284
C 0.382877 0.945116 -0.709091
C -0.384822 0.895928 0.617746
H -1.040117 -0.449564 -1.055724
H -0.831810 -1.176655 1.601559
H 2.002594 -1.527079 0.852882
H 0.205220 1.617083 -1.540824
H 0.213627 1.252817 1.456567
H -1.354104 1.423410 0.618167

Force components x, y, z for each atom (eV/Å):
O 0.15 0.05 -0.27
C 1.31 -0.45 0.10
C -1.44 0.50 0.32
C 0.13 0.19 -0.25
C 0.94 0.46 0.37
C 0.20 -0.05 0.21
H -0.55 -0.67 -0.08
H 0.14 0.14 -0.15
H -0.89 0.39 -0.23
H -0.19 -0.31 0.02
H -0.04 0.07 0.00
H 0.26 -0.33 -0.04

Calculated values
F_max (eV Å⁻¹): 1.56
Relative energy (zero: lowest compared OMol25 entry of this formula, charge and spin) (kJ/mol): 445.7
Kohn-Sham gap (eV): 8.0
HOMO level (Eh): -0.308
E_LUMO (eV): -0.43


The following is a DFT calculation (ωB97M-V/def2-TZVPD) of the molecule C5H6O.

CARTESIAN COORDINATES (ANGSTROEM)
C -1.757205 -0.043088 -0.309159
C -0.366614 0.411850 -0.044088
C 0.872888 -0.095165 -0.832219
O 0.410129 0.040551 -1.949487
C 2.138646 -0.366828 -0.208757
C 1.940372 -0.263055 1.094415
H -2.360551 0.179914 0.579838
H -1.824989 -1.107004 -0.544488
H -2.201515 0.533211 -1.131352
H 0.869758 0.012179 1.437882
H -0.286136 1.482986 0.162849
H 2.654927 -0.411567 1.902332

Force components x, y, z for each atom (eV/Å):
C 0.04 -0.03 -0.10
C 0.30 0.11 0.73
C -1.94 0.85 -1.19
O 1.10 -0.52 -0.33
C -0.68 0.10 1.00
C 0.36 -0.12 0.39
H 0.11 -0.08 -0.08
H 0.04 0.13 0.06
H 0.03 -0.12 0.09
H 0.60 -0.17 -0.31
H 0.09 -0.16 -0.04
H -0.06 0.00 -0.19

Calculated values
F_max (eV Å⁻¹): 2.43
Relative energy (zero: lowest compared OMol25 entry of this formula, charge and spin) (kJ/mol): 556.6
Kohn-Sham gap (spin up / spin down) (eV): 8.8 / 6.1
HOMO level (spin up / spin down) (Eh): -0.339 / -0.287
E_LUMO (spin up / spin down) (eV): -0.42 / -1.75


The following is a DFT calculation (ωB97M-V/def2-TZVPD) of the molecule C5H6O.

CARTESIAN COORDINATES (ANGSTROEM)
O 1.310910 1.125218 -0.921620
C 0.977026 -0.001809 -0.488239
C -0.278261 -0.500185 -1.249746
C -0.697311 0.444224 -0.205958
C -0.443939 -0.164781 1.144551
C 1.055180 -0.414070 0.871193
H -0.231328 -0.137270 -2.274365
H -0.633749 -1.513790 -1.113558
H -1.208581 1.399861 -0.435982
H -1.072981 -1.033487 1.288100
H -0.503616 0.529660 1.981252
H 1.726650 0.266429 1.404371

Force components x, y, z for each atom (eV/Å):
O 2.65 0.35 -1.05
C -0.89 1.81 -1.49
C -0.18 -0.08 0.03
C -1.73 -0.79 0.18
C -0.32 -0.34 0.57
C -0.33 0.82 0.60
H -0.24 -0.05 0.27
H 0.25 -0.23 0.01
H 1.20 -0.43 0.30
H -0.11 -0.34 0.46
H -0.42 -0.06 -0.07
H 0.12 -0.65 0.20

Calculated values
F_max (eV Å⁻¹): 2.87
Relative energy (zero: lowest compared OMol25 entry of this formula, charge and spin) (kJ/mol): 496.5
Kohn-Sham gap (spin up / spin down) (eV): 7.3 / 8.5
HOMO level (spin up / spin down) (Eh): -0.287 / -0.314
E_LUMO (spin up / spin down) (eV): -0.51 / -0.09


The following is a DFT calculation (ωB97M-V/def2-TZVPD) of the molecule C5H6O.

CARTESIAN COORDINATES (ANGSTROEM)
C -2.452473 0.049897 0.025497
C -1.037058 0.532400 -0.031571
C 0.103461 -0.101953 -0.149944
C 1.374089 -0.329175 -0.235583
C 2.726117 -0.412645 0.238614
O 2.365054 -0.418167 -1.172441
H -2.996248 0.467946 -0.830449
H -2.561641 -1.035992 0.015545
H -2.923857 0.453343 0.928661
H -0.950127 1.618569 0.026529
H 3.165451 -1.336592 0.602680
H 3.187229 0.512372 0.582460

Force components x, y, z for each atom (eV/Å):
C -0.04 -0.07 0.01
C 0.14 0.07 -0.02
C 0.05 0.17 -0.03
C -0.27 0.16 0.12
C 0.13 -0.03 0.29
O -0.04 -0.01 -0.21
H 0.01 -0.11 0.13
H 0.13 0.12 0.01
H -0.03 -0.13 -0.11
H 0.01 -0.01 -0.07
H -0.15 0.03 -0.04
H 0.05 -0.17 -0.08

Calculated values
F_max (eV Å⁻¹): 0.34
Relative energy (zero: lowest compared OMol25 entry of this formula, charge and spin) (kJ/mol): 309.7
Kohn-Sham gap (eV): 10.0
HOMO level (Eh): -0.329
E_LUMO (eV): 1.02


The following is a DFT calculation (ωB97M-V/def2-TZVPD) of the molecule C5H6O.

CARTESIAN COORDINATES (ANGSTROEM)
C -1.152964 -2.188605 0.452491
C -0.793820 -1.051042 0.643628
C -0.043860 -0.010442 -0.039380
O 0.364060 -0.539364 -1.282670
C -0.352366 1.442920 -0.145202
C 0.921927 0.990829 0.520755
H -1.397839 -3.156549 0.086586
H 0.916296 -1.303618 -1.063605
H -0.303290 1.800630 -1.167981
H -1.121237 1.889433 0.476190
H 1.836710 1.044481 -0.060993
H 1.031831 1.138257 1.589505

Force components x, y, z for each atom (eV/Å):
C -0.03 0.30 0.29
C 0.05 -0.61 -0.59
C 0.01 0.14 0.01
O 0.44 0.09 -0.21
C -0.15 0.14 -0.06
C 0.20 0.06 0.12
H -0.30 -0.17 0.50
H -0.11 0.13 -0.22
H 0.04 0.11 0.19
H 0.07 -0.21 -0.07
H -0.10 0.12 0.16
H -0.12 -0.11 -0.12

Calculated values
F_max (eV Å⁻¹): 0.85
Relative energy (zero: lowest compared OMol25 entry of this formula, charge and spin) (kJ/mol): 317.5
Kohn-Sham gap (eV): 10.5
HOMO level (Eh): -0.352
E_LUMO (eV): 0.91


The following is a DFT calculation (ωB97M-V/def2-TZVPD) of the molecule C5H6O.

CARTESIAN COORDINATES (ANGSTROEM)
O -1.247343 -2.508195 0.315570
C -0.950719 -1.336654 0.298064
C 0.421011 -0.798991 0.642336
C 0.649427 0.655076 0.245354
C 0.511783 1.060433 -1.190543
C -0.434265 1.468755 -0.409447
H -1.712328 -0.562402 0.046683
H 0.535453 -0.924074 1.726103
H 1.172110 -1.459361 0.194629
H 1.382104 1.170258 0.879663
H 0.941954 0.996094 -2.178785
H -1.387742 1.959424 -0.280930

Force components x, y, z for each atom (eV/Å):
O 0.15 0.56 -0.06
C -0.09 -0.31 0.09
C 0.02 -0.07 0.01
C 0.13 -0.12 0.18
C -0.12 0.25 0.02
C 0.04 -0.08 -0.23
H 0.07 -0.24 0.08
H -0.08 0.03 -0.04
H -0.07 0.05 0.02
H -0.18 -0.10 -0.21
H -0.08 0.03 0.16
H 0.21 0.01 -0.03

Calculated values
F_max (eV Å⁻¹): 0.59
Relative energy (zero: lowest compared OMol25 entry of this formula, charge and spin) (kJ/mol): 261.7
Kohn-Sham gap (eV): 10.5
HOMO level (Eh): -0.346
E_LUMO (eV): 1.08


The following is a DFT calculation (ωB97M-V/def2-TZVPD) of the molecule C5H6O.

CARTESIAN COORDINATES (ANGSTROEM)
C 0.736841 0.790221 -0.602414
C 1.149321 -0.417411 -0.961647
C -1.317112 -0.152683 0.234963
C -0.105628 0.751324 0.560375
C -0.217630 -0.540670 1.123051
O 1.095040 -1.534009 -0.354701
H 0.958045 1.604409 -1.365699
H 1.693905 -0.616185 -1.947009
H -2.301977 0.047604 0.685104
H -1.322059 -0.477409 -0.809669
H -0.110914 1.531613 1.261507
H -0.257834 -0.986803 2.176141

Force components x, y, z for each atom (eV/Å):
C 1.79 1.58 -3.02
C 2.73 -0.78 -3.11
C -1.15 0.26 0.82
C -0.52 0.07 -0.05
C 0.32 -3.12 0.07
O -2.54 0.18 3.40
H -0.81 -0.77 1.64
H -0.48 0.93 0.99
H 0.45 -0.41 -0.11
H 0.01 0.17 0.56
H -0.22 1.23 0.71
H 0.42 0.68 -1.89

Calculated values
F_max (eV Å⁻¹): 4.25
Relative energy (zero: lowest compared OMol25 entry of this formula, charge and spin) (kJ/mol): 454.0
Kohn-Sham gap (spin up / spin down) (eV): 7.2 / 7.2
HOMO level (spin up / spin down) (Eh): -0.287 / -0.287
E_LUMO (spin up / spin down) (eV): -0.56 / -0.56